*w*
The following is a quantum chemistry calculation of a cluster of 7 separate species, C36H89N7O2 in total, from OMol25.

Output
* HOMO energy: -7.9 eV
* LUMO energy: 0.59 eV
* SMILES: CCN(CC)CC.CCN(CC)CC.CCN(CC)CC.CCN(CC)CC.CCN(CC)CC.CNC(C)=O.CNC(C)=O

ORCA input file:
```
! RIJCOSX wB97M-V def2-TZVPD def2/J DEFGRID3
* xyz 0 1
C -3.20 1.22 0.69
C -4.56 1.36 1.39
N -4.50 1.62 2.83
C -5.84 1.87 3.36
C -6.74 0.63 3.25
C -3.63 2.77 3.15
C -3.30 2.89 4.66
H -2.72 0.34 1.13
H -2.62 2.13 0.78
H -3.45 0.99 -0.34
H -5.25 2.05 0.85
H -5.06 0.39 1.27
H -5.72 2.03 4.43
H -6.33 2.70 2.83
H -7.73 0.80 3.66
H -6.88 0.28 2.22
H -6.28 -0.20 3.80
H -4.02 3.71 2.72
H -2.67 2.63 2.65
H -2.23 2.86 4.83
H -3.75 2.06 5.20
H -3.75 3.78 5.11
C 0.29 1.11 5.74
C 0.81 2.43 5.18
N 2.24 2.63 5.45
C 3.09 1.86 4.57
C 4.37 1.36 5.27
C 2.58 4.05 5.42
C 2.36 4.72 6.77
H 0.40 1.12 6.82
H 0.77 0.24 5.32
H -0.77 1.09 5.45
H 0.58 2.47 4.10
H 0.29 3.24 5.70
H 2.51 0.99 4.24
H 3.39 2.39 3.65
H 5.13 2.14 5.31
H 4.18 0.98 6.26
H 4.79 0.55 4.66
H 2.00 4.56 4.64
H 3.65 4.10 5.20
H 2.62 4.07 7.60
H 1.33 5.06 6.93
H 2.91 5.67 6.84
C -3.77 1.79 -3.02
C -2.32 1.48 -3.36
N -2.15 0.76 -4.59
C -0.84 1.04 -5.17
C -0.87 2.24 -6.06
C -2.37 -0.67 -4.42
C -2.66 -1.33 -5.79
H -3.79 2.51 -2.21
H -4.31 0.88 -2.75
H -4.23 2.25 -3.89
H -1.79 2.44 -3.39
H -1.88 0.96 -2.49
H -0.03 1.07 -4.42
H -0.56 0.18 -5.80
H -1.09 3.15 -5.50
H 0.06 2.40 -6.61
H -1.65 2.10 -6.81
H -3.26 -0.84 -3.82
H -1.49 -1.11 -3.91
H -3.58 -0.85 -6.16
H -2.94 -2.38 -5.72
H -1.93 -1.16 -6.58
C 0.19 -6.41 -2.47
C 0.73 -5.01 -2.50
N -0.26 -3.99 -2.70
C -0.81 -3.95 -4.00
C 0.13 -3.41 -5.05
C -1.22 -3.86 -1.63
C -0.64 -3.28 -0.36
H -0.45 -6.61 -3.34
H -0.44 -6.57 -1.58
H 0.95 -7.19 -2.45
H 1.26 -4.78 -1.58
H 1.47 -4.92 -3.30
H -1.70 -3.32 -4.04
H -1.18 -4.93 -4.37
H 0.57 -2.47 -4.69
H -0.44 -3.15 -5.95
H 0.95 -4.10 -5.25
H -2.06 -3.26 -2.00
H -1.73 -4.81 -1.38
H -1.38 -2.88 0.33
H -0.09 -4.06 0.17
H 0.11 -2.54 -0.62
C 5.47 2.00 -1.40
C 5.24 0.99 -2.51
N 3.85 0.69 -2.74
C 3.68 -0.62 -3.39
C 2.25 -1.11 -3.47
C 3.08 1.78 -3.32
C 3.08 1.90 -4.85
H 5.47 3.02 -1.83
H 6.48 1.93 -0.99
H 4.74 1.98 -0.60
H 5.76 1.31 -3.44
H 5.73 0.03 -2.29
H 4.11 -0.60 -4.41
H 4.32 -1.32 -2.84
H 1.80 -1.40 -2.52
H 1.60 -0.40 -3.98
H 2.24 -2.03 -4.07
H 3.43 2.71 -2.88
H 2.03 1.66 -3.02
H 4.08 2.14 -5.25
H 2.42 2.72 -5.14
H 2.77 1.00 -5.38
C -0.04 -2.48 5.74
N -0.70 -3.24 4.68
C -0.22 -3.80 3.52
C 1.17 -3.47 3.04
O -0.92 -4.58 2.91
H 1.00 -2.27 5.56
H -0.03 -3.14 6.61
H -0.61 -1.58 5.94
H -1.61 -3.58 4.92
H 1.33 -3.87 2.04
H 1.92 -3.89 3.72
H 1.38 -2.40 2.95
C 2.77 -1.14 0.11
N 2.09 0.04 -0.34
C 0.83 0.35 0.06
C 0.29 1.67 -0.42
O 0.19 -0.31 0.88
H 3.65 -0.89 0.71
H 3.19 -1.67 -0.75
H 2.07 -1.76 0.65
H 2.53 0.57 -1.09
H -0.01 2.21 0.48
H -0.65 1.51 -0.94
H 0.97 2.27 -1.02
*
```

=====

*x*
The following is a quantum chemistry calculation of a cluster of 7 separate species, C36H89N7O2 in total, from OMol25.

Output
* HOMO energy: -8.1 eV
* LUMO energy: 0.59 eV
* SMILES: CCN(CC)CC.CCN(CC)CC.CCN(CC)CC.CCN(CC)CC.CCN(CC)CC.CN(C)C=O.CN(C)C=O

ORCA input file:
```
! RIJCOSX wB97M-V def2-TZVPD def2/J DEFGRID3
* xyz 0 1
C 3.40 -5.48 -1.12
C 3.16 -5.70 -2.60
N 1.78 -5.63 -3.03
C 1.06 -4.44 -2.65
C 1.53 -3.13 -3.31
C 1.64 -5.95 -4.44
C 1.85 -7.43 -4.73
H 2.77 -6.10 -0.49
H 3.17 -4.44 -0.85
H 4.45 -5.63 -0.88
H 3.81 -5.00 -3.17
H 3.58 -6.67 -2.85
H 0.00 -4.55 -2.86
H 1.10 -4.28 -1.57
H 2.44 -2.74 -2.85
H 1.69 -3.21 -4.38
H 0.73 -2.38 -3.22
H 2.27 -5.33 -5.09
H 0.60 -5.70 -4.69
H 1.44 -7.65 -5.72
H 1.36 -8.08 -4.01
H 2.92 -7.67 -4.81
C 2.89 4.10 3.98
C 1.49 4.52 3.61
N 1.40 5.02 2.25
C 2.26 6.17 2.00
C 2.30 6.60 0.56
C 0.04 5.12 1.77
C -0.68 6.43 2.11
H 3.31 3.41 3.25
H 2.95 3.59 4.95
H 3.56 4.95 4.14
H 0.84 3.65 3.68
H 1.17 5.28 4.35
H 1.93 7.02 2.63
H 3.27 5.94 2.33
H 2.77 5.89 -0.11
H 1.32 6.88 0.18
H 2.89 7.53 0.48
H -0.56 4.31 2.19
H 0.04 4.99 0.68
H -1.74 6.34 1.87
H -0.30 7.31 1.59
H -0.65 6.64 3.19
C -1.63 -2.80 -0.52
C -2.81 -2.04 -1.11
N -4.12 -2.48 -0.63
C -5.22 -1.83 -1.33
C -5.25 -2.10 -2.82
C -4.28 -2.34 0.82
C -4.22 -0.93 1.39
H -1.61 -3.86 -0.75
H -1.55 -2.63 0.55
H -0.76 -2.37 -1.03
H -2.66 -0.95 -1.06
H -2.83 -2.22 -2.19
H -6.14 -2.28 -0.93
H -5.27 -0.74 -1.14
H -4.40 -1.67 -3.34
H -5.29 -3.17 -3.02
H -6.09 -1.59 -3.29
H -3.53 -2.94 1.33
H -5.24 -2.81 1.07
H -4.35 -0.92 2.47
H -4.98 -0.27 0.95
H -3.29 -0.42 1.13
C 2.21 0.63 4.52
C 0.72 0.34 4.68
N 0.19 -0.39 3.52
C 0.59 -1.81 3.45
C 1.08 -2.19 2.07
C -1.20 -0.17 3.20
C -1.55 1.30 2.96
H 2.64 1.13 5.39
H 2.40 1.24 3.64
H 2.77 -0.30 4.40
H 0.55 -0.28 5.57
H 0.15 1.26 4.77
H -0.27 -2.43 3.73
H 1.40 -1.92 4.17
H 2.08 -1.83 1.81
H 0.38 -1.85 1.31
H 1.18 -3.28 1.99
H -1.40 -0.68 2.25
H -1.88 -0.61 3.94
H -1.69 1.87 3.88
H -0.76 1.77 2.38
H -2.44 1.40 2.34
C -2.96 3.30 -0.45
C -2.93 3.70 -1.92
N -3.13 2.62 -2.88
C -4.36 1.87 -2.71
C -5.61 2.73 -2.90
C -1.97 1.75 -2.97
C -1.95 0.90 -4.24
H -2.23 2.52 -0.24
H -3.94 2.92 -0.16
H -2.75 4.15 0.20
H -3.64 4.51 -2.11
H -1.94 4.11 -2.15
H -4.37 1.06 -3.43
H -4.40 1.38 -1.71
H -5.68 3.49 -2.12
H -5.56 3.22 -3.87
H -6.47 2.06 -2.89
H -1.79 1.16 -2.05
H -1.10 2.40 -3.08
H -2.30 1.54 -5.05
H -2.57 0.00 -4.18
H -0.92 0.61 -4.48
C 4.81 -2.30 2.64
N 4.85 -1.43 1.50
C 4.63 -2.02 0.21
C 4.93 -0.08 1.66
O 4.92 0.71 0.74
H 5.70 -2.94 2.66
H 3.93 -2.95 2.62
H 4.78 -1.77 3.59
H 3.59 -2.29 0.04
H 4.96 -1.34 -0.57
H 5.23 -2.93 0.11
H 5.02 0.23 2.71
C 1.50 0.90 0.70
N 1.35 1.25 -0.67
C 1.00 0.20 -1.59
C 1.63 2.49 -1.11
O 1.51 2.89 -2.25
H 0.60 0.44 1.12
H 1.76 1.71 1.38
H 2.24 0.08 0.77
H 0.83 0.63 -2.57
H 1.80 -0.55 -1.64
H 0.12 -0.34 -1.23
H 2.01 3.11 -0.28
*
```

=====

Preferred: *w*; penalty for the next structure: 1.7 kcal/mol.

=====

*w*
The following is a quantum chemistry calculation of the molecule CH5N3O, from OMol25.

Output
* HOMO energy: -9.7 eV
* LUMO energy: 0.67 eV
* SMILES: NNC(N)=O

ORCA input file:
```
! RIJCOSX wB97M-V def2-TZVPD def2/J DEFGRID3
* xyz 0 1
N 1.77 0.44 -0.10
N 0.55 -0.20 -0.06
C -0.63 0.53 -0.07
N -1.72 -0.32 -0.11
O -0.71 1.74 -0.04
H 2.37 0.00 -0.83
H 2.22 0.22 0.83
H 0.45 -1.24 0.37
H -1.70 -1.35 -0.14
H -2.60 0.17 0.16
*
```

=====

*x*
The following is a quantum chemistry calculation of the molecule CH5N3O, from OMol25.

Output
* HOMO energy: -9.5 eV
* LUMO energy: 0.70 eV
* SMILES: NNC(N)=O

ORCA input file:
```
! RIJCOSX wB97M-V def2-TZVPD def2/J DEFGRID3
* xyz 0 1
N -0.03 1.04 -1.52
N 0.43 0.69 -0.33
C -0.09 -0.42 0.36
N 0.48 -0.57 1.57
O -1.14 -0.97 0.02
H 0.46 0.73 -2.43
H -0.12 2.07 -1.64
H 1.50 0.86 -0.13
H 1.50 -0.37 1.58
H 0.15 -1.17 2.32
*
```

=====

Preferred: *w*; penalty for the next structure: 5.9 kcal/mol.